Formula: C6H12BrN2O
Source: the OMol25 dataset
Level of theory: ωB97M-V with the def2-TZVPD basis set

## Properties
E: -81477.5509 eV
total charge: +1
E_HOMO: -14.45 eV
LUMO level: -3.36 eV
energy above the lowest of the compared OMol25 structures with the same formula, charge and spin: 0.0 kcal/mol
orbital gap: 11.090 eV

Cartesian coordinates (Å):
1 C -1.2878 -1.0801 -0.2626
2 C -2.4549 -0.5866 -0.8075
3 C 0.6033 0.8319 -0.1300
4 C 1.9491 0.5529 -0.6130
5 C 0.5108 1.5139 1.2708
6 C 0.5688 -2.0293 0.7397
7 N -0.1688 -0.8651 0.2195
8 N -0.3026 1.3431 -0.9838
9 O -2.2849 -1.9691 -0.4998
10 Br -3.7381 0.3218 0.2869
11 H -2.5962 -0.3552 -1.9172
12 H 2.6395 1.3185 -0.3075
13 H 2.0119 0.5590 -1.7110
14 H 2.3649 -0.3468 -0.1386
15 H -0.5988 1.7032 1.5111
16 H 1.1795 2.3569 1.1929
17 H 0.7887 0.8420 2.0605
18 H 1.2359 -1.5753 1.4177
19 H -0.0232 -2.6969 1.3669
20 H 1.0037 -2.7351 0.0321
21 H -0.2092 1.2483 -2.0593
22 H -1.1916 1.6476 -0.6678